{
  "formula": "C42H62O16",
  "method": "ωB97M-V with the def2-TZVPD basis set",
  "relative_energy_kj_mol": 0.0,
  "multiplicity": 1,
  "total_energy_ha": -2841.57651,
  "symbols": ["C", "H", "H", "H", "C", "C", "H", "H", "H", "C", "C", "C", "H", "H", "C", "C", "H", "H", "H", "C", "C", "H", "C", "H", "H", "C", "C", "H", "H", "H", "C", "C", "O", "C", "C", "C", "C", "C", "C", "H", "H", "C", "C", "H", "H", "H", "H", "H", "C", "H", "H", "H", "C", "C", "H", "H", "C", "C", "O", "O", "H", "C", "H", "H", "C", "H", "H", "H", "H", "H", "H", "H", "H", "H", "H", "H", "H", "H", "O", "C", "H", "O", "C", "C", "O", "O", "H", "C", "O", "H", "C", "O", "H", "C", "H", "O", "C", "C", "O", "H", "C", "O", "H", "C", "O", "H", "C", "C", "O", "O", "H", "O", "H", "H", "H", "H", "H", "H", "H", "H"],
  "xyz": [[-2.4128, -1.9090, 1.9208], [-1.9063, -2.7457, 1.4414], [-2.1702, -1.9168, 2.9793], [-3.4871, -2.0501, 1.8323], [-2.0258, -0.5692, 1.2690], [-2.6353, 0.5403, 2.1267], [-2.5838, 1.5116, 1.6528], [-2.1304, 0.5927, 3.0871], [-3.6823, 0.3136, 2.3080], [-2.6360, -0.5666, -0.1539], [-2.1399, 0.5994, -1.0022], [-0.6208, 0.5776, -1.1092], [-0.2931, 1.4112, -1.7278], [-0.3248, -0.3489, -1.6109], [0.0745, 0.6605, 0.2632], [-0.1419, 2.0646, 0.8431], [-0.1905, 2.0674, 1.9264], [-1.0654, 2.5006, 0.4768], [0.6595, 2.7258, 0.5293], [-0.4827, -0.5012, 1.1240], [0.2650, -0.5750, 2.4547], [0.1977, 0.3675, 2.9938], [1.7249, -0.9451, 2.2121], [1.7413, -1.9549, 1.8009], [2.2462, -0.9766, 3.1703], [2.4558, 0.0297, 1.2746], [2.7412, 1.3129, 2.0704], [3.2287, 2.0684, 1.4613], [3.3668, 1.1108, 2.9362], [1.8156, 1.7333, 2.4410], [1.5870, 0.3548, 0.0321], [2.3110, 1.3837, -0.8236], [1.7566, 2.2265, -1.5021], [3.7700, 1.2786, -0.8337], [4.4960, 0.4094, -0.1190], [5.9915, 0.3975, -0.3043], [6.7484, 0.0391, 0.9838], [6.1541, -1.2396, 1.5798], [4.6756, -1.0855, 1.9279], [4.5996, -0.3929, 2.7619], [4.2949, -2.0482, 2.2749], [3.7995, -0.6107, 0.7514], [3.5465, -1.8424, -0.1547], [2.7076, -2.4353, 0.1981], [3.3603, -1.5544, -1.1867], [4.4188, -2.4891, -0.1445], [6.2919, -2.0650, 0.8813], [6.6978, -1.4989, 2.4914], [6.6100, 1.2039, 1.9723], [7.1596, 2.0703, 1.6101], [5.5728, 1.4986, 2.0922], [7.0151, 0.9291, 2.9438], [8.2473, -0.1372, 0.6897], [8.5622, -1.0489, -0.4916], [9.6391, -1.0353, -0.6662], [8.2690, -2.0773, -0.2745], [7.8387, -0.5850, -1.7576], [8.3741, 0.7645, -2.2091], [9.4316, 1.2396, -1.8916], [7.5566, 1.3772, -3.0759], [7.9551, 2.2082, -3.3794], [6.3343, -0.5285, -1.4850], [5.9938, -1.5426, -1.2854], [5.8111, -0.1677, -2.3716], [8.1222, -1.5487, -2.9204], [7.5957, -1.2285, -3.8164], [7.7906, -2.5516, -2.6609], [9.1887, -1.5820, -3.1327], [8.6809, 0.8417, 0.4789], [8.7394, -0.5249, 1.5843], [6.2975, 1.4081, -0.5996], [4.2594, 1.9923, -1.4841], [1.5911, -0.5480, -0.5888], [-0.1695, -1.3440, 3.0926], [-0.2185, -1.4160, 0.5731], [-2.4832, 1.5390, -0.5738], [-2.5581, 0.5240, -2.0071], [-2.3356, -1.5009, -0.6553], [-4.0669, -0.5825, 0.0009], [-4.8216, -0.7985, -1.1428], [-4.6338, -0.0475, -1.9229], [-4.5180, -2.0267, -1.7759], [-4.7712, -3.1680, -0.9792], [-4.3849, -4.4073, -1.7864], [-4.6017, -5.5174, -1.3758], [-3.8317, -4.1612, -2.9591], [-3.7853, -3.1977, -3.1074], [-6.2570, -3.2670, -0.5873], [-6.4970, -4.3321, 0.2883], [-6.0584, -5.1250, -0.0645], [-6.6806, -1.9708, 0.1205], [-8.0671, -1.9598, 0.3284], [-8.2922, -2.7882, 0.7717], [-6.3133, -0.7547, -0.7349], [-6.9231, -0.7632, -1.6461], [-6.5851, 0.4084, 0.0193], [-7.2541, 1.4418, -0.6527], [-7.4825, 2.5441, 0.3957], [-8.0729, 3.6842, -0.1719], [-8.9211, 3.4460, -0.5634], [-6.1130, 2.9374, 0.9946], [-5.8447, 2.2115, 2.1543], [-5.7991, 1.2763, 1.9097], [-4.9920, 2.7585, -0.0564], [-3.8922, 3.5917, 0.1630], [-4.1713, 4.5152, 0.1410], [-5.5904, 2.9335, -1.4749], [-4.4774, 2.8294, -2.5021], [-4.1780, 1.8362, -3.1047], [-3.8408, 3.9901, -2.6364], [-3.0800, 3.8987, -3.2338], [-6.5547, 1.9335, -1.7598], [-6.0478, 3.9316, -1.5496], [-4.6070, 1.7369, 0.0313], [-6.1704, 3.9902, 1.2963], [-8.1016, 2.1355, 1.2070], [-8.2041, 1.0654, -1.0683], [-6.1459, -1.8977, 1.0791], [-6.8602, -3.3723, -1.5066], [-4.1760, -3.1448, -0.0543]]
}